# 1
The following is a quantum chemistry calculation of a structure of composition C41H34N3O3PdSi, from OMol25.

Geometry (Å):
Pd: -0.86742 0.70607 1.28912
C: -4.53221 -0.19533 -1.06576
O: -3.89763 -1.39816 -0.52519
C: -2.98883 -0.97594 0.32652
N: -2.89610 0.28075 0.56645
C: -3.91721 0.96755 -0.24726
C: -3.36113 2.11555 -1.06482
C: -4.05842 2.55180 -2.18753
C: -3.55699 3.57578 -2.97622
C: -2.35269 4.18347 -2.65231
C: -1.66445 3.77928 -1.51851
C: -2.17774 2.76208 -0.73043
C: -2.09268 -1.95544 0.99132
C: -2.12522 -3.33129 0.88210
C: -1.15541 -4.05416 1.57536
C: -0.18810 -3.40513 2.33057
C: -0.23146 -2.02081 2.37535
N: -1.17969 -1.35064 1.74341
C: 0.71262 -1.09955 3.05984
N: 0.82096 0.12113 2.70955
C: 1.72871 0.77472 3.65949
C: 2.06694 -0.36295 4.65572
O: 1.40659 -1.54222 4.09781
C: 1.13272 2.01065 4.30002
C: -0.12979 2.49486 3.97906
C: -0.63220 3.64167 4.57740
C: 0.12926 4.31697 5.51727
C: 1.39177 3.84265 5.84895
C: 1.89043 2.70242 5.24160
H: -5.60068 -0.31764 -0.91450
H: -4.29570 -0.15508 -2.12662
H: -4.67022 1.36830 0.43677
H: -5.00014 2.08701 -2.45847
H: -4.10804 3.89715 -3.85002
H: -1.95334 4.96898 -3.27919
H: -0.72924 4.25061 -1.24771
H: -1.63381 2.46499 0.16498
H: -2.86830 -3.81751 0.26638
H: -1.14279 -5.13298 1.50702
H: 0.58582 -3.94753 2.85280
H: 2.62470 1.06859 3.10679
H: 1.64966 -0.19752 5.64715
H: 3.12713 -0.58804 4.72557
H: -0.73212 1.96775 3.24036
H: -1.61615 4.00367 4.31044
H: -0.25641 5.21039 5.98913
H: 1.99350 4.36833 6.57813
H: 2.88431 2.35187 5.49835
O: 0.43756 0.28459 -0.19346
Si: 1.01586 -0.62477 -1.40948
C: 1.50153 -2.33227 -0.76973
C: 0.87246 -3.51150 -1.17416
C: 1.28702 -4.75255 -0.70136
C: 2.32715 -4.83492 0.21147
C: 2.95554 -3.67370 0.64656
C: 2.54925 -2.44234 0.15368
C: -0.15522 -0.89121 -2.84600
C: 0.21850 -1.72728 -3.90417
C: -0.58937 -1.89017 -5.01765
C: -1.79827 -1.21031 -5.10606
C: -2.18331 -0.36628 -4.07630
C: -1.37019 -0.21973 -2.95944
C: 2.58638 0.22193 -1.96164
C: 2.74164 1.60225 -1.81449
C: 3.87551 2.25569 -2.27332
C: 4.88997 1.53461 -2.88728
C: 4.76368 0.16103 -3.03664
C: 3.62537 -0.48257 -2.57376
H: 0.07110 -3.46690 -1.90316
H: 0.80849 -5.65613 -1.05973
H: 2.66152 -5.80022 0.57087
H: 3.78357 -3.73400 1.34241
H: 3.07888 -1.54687 0.46590
H: 1.16577 -2.25616 -3.86562
H: -0.27545 -2.54160 -5.82314
H: -2.42365 -1.32528 -5.98181
H: -3.10547 0.19745 -4.15805
H: -1.66231 0.46895 -2.17612
H: 1.95681 2.17214 -1.32929
H: 3.97373 3.32710 -2.15139
H: 5.77740 2.04060 -3.24505
H: 5.55446 -0.40687 -3.50982
H: 3.55129 -1.55978 -2.68898

Computed properties:
Multiplicity ... 3
Net charge ... +1
Energy ... -65034.48894 eV
ΔE to the lowest compared entry with this formula, charge and spin ... 0.0 kcal/mol
Orbital gap (alpha / beta) ... 7.39 / 6.51 eV
Lowest unoccupied orbital energy (alpha / beta) ... -3.44 / -4.32 eV

# 2
The following is a quantum chemistry calculation of a structure of composition C41H35BrDyN5O5S2Si, from OMol25.

Geometry (Å):
Dy: 0.33000 -0.34859 0.66576
C: -0.24645 -5.30487 1.18387
C: 0.77130 -5.68928 2.05139
C: 1.55860 -4.74064 2.67416
C: 1.35904 -3.38209 2.35192
N: 0.33143 -2.96771 1.58323
C: -0.43199 -3.91516 1.07215
C: 2.31770 -2.29537 2.74864
C: 3.61283 -2.64906 3.16040
C: 4.52104 -1.65232 3.35418
C: 4.16051 -0.32972 3.16778
C: 2.86178 -0.07114 2.74236
N: 1.94328 -1.04848 2.52078
H: -0.96081 -5.96822 0.66738
H: 0.96832 -6.73998 2.28314
H: 2.35658 -5.01536 3.32661
H: -1.27806 -3.54126 0.48236
H: 3.94111 -3.67957 3.12663
H: 5.56266 -1.91932 3.56543
H: 4.83538 0.49414 3.33155
H: 2.57094 0.93560 2.43539
S: -0.84618 -5.14581 -3.42484
C: -1.83572 -6.54911 -3.52943
C: -3.16758 -6.19867 -3.45159
C: -3.40193 -4.82483 -3.32763
C: -2.22534 -4.11798 -3.26501
C: -2.13131 -2.71437 -2.88513
C: -1.15686 -2.27962 -1.95440
N: -1.04537 -1.01294 -1.56731
C: -1.90747 -0.08903 -2.04550
C: -2.92889 -0.41274 -2.94124
C: -3.80491 0.61072 -3.46726
C: -3.53229 1.90972 -3.22783
C: -2.40967 2.26649 -2.38323
C: -2.01722 3.58392 -2.24272
C: -0.95985 3.92325 -1.46473
C: -0.29030 2.86231 -0.78022
N: -0.60429 1.59429 -0.93110
C: -1.64600 1.30252 -1.73515
C: -0.45666 5.30087 -1.30359
C: -1.18550 6.45234 -1.47124
C: -0.44137 7.62203 -1.16182
C: 0.83675 7.34003 -0.78230
S: 1.14639 5.66059 -0.79626
C: -2.97416 -1.75174 -3.37523
H: -1.36610 -7.53780 -3.64242
H: -4.00164 -6.91589 -3.50590
H: -4.37870 -4.38615 -3.08589
H: -0.38687 -2.89816 -1.51862
H: -4.59175 0.37802 -4.17134
H: -4.10462 2.73517 -3.65717
H: -2.55091 4.35823 -2.78444
H: 0.55005 3.06798 -0.12351
H: -2.24048 6.46170 -1.81454
H: -0.82389 8.64095 -1.20348
H: 1.57782 8.04137 -0.42741
H: -3.67942 -2.08018 -4.10496
O: -3.05993 -0.42282 3.15838
N: -2.18326 -0.50258 2.34236
O: -0.97405 -0.72190 2.74246
O: -2.36402 -0.41045 1.03901
Br: -1.82404 4.30360 1.81828
C: -1.72375 3.14138 3.28609
C: -2.84981 3.01696 4.13703
C: -2.76953 2.25402 5.27424
C: -1.57519 1.59268 5.56440
C: -0.51318 1.67769 4.69540
C: -0.56030 2.45293 3.54252
C: 0.51686 2.57309 2.53065
O: 1.17376 3.58421 2.35904
O: 0.62371 1.52046 1.76413
H: -3.77460 3.52015 3.90400
H: -3.64218 2.15318 5.86176
H: -1.46407 1.04174 6.50142
H: 0.39184 1.10944 4.85761
C: 1.86320 0.42674 -3.17231
Si: 3.03134 0.01415 -1.69194
C: 3.38743 1.72287 -0.94480
C: 4.68164 -0.54196 -2.42592
C: 2.24165 -1.15486 -0.54844
H: 2.44534 0.95536 -3.92952
H: 1.08167 1.04955 -2.80197
H: 1.39428 -0.42402 -3.65805
H: 3.45081 2.43450 -1.81690
H: 4.31618 1.81828 -0.35101
H: 2.54333 2.08790 -0.36754
H: 5.16503 0.16292 -3.11392
H: 4.42404 -1.47923 -2.95015
H: 5.41540 -0.78659 -1.63943
H: 3.00640 -1.45675 0.18513
H: 2.02109 -2.08169 -1.09270

Computed properties:
Multiplicity ... 6
Energy ... -184448.93047 eV
ΔE to the lowest compared entry with this formula, charge and spin ... 0.0 kcal/mol
Orbital gap (alpha / beta) ... 7.47 / 7.39 eV
Lowest unoccupied orbital energy (alpha / beta) ... -0.58 / -0.58 eV

# 3
The following is a quantum chemistry calculation of a structure of composition C41H35ClLaN2Si2, from OMol25.

Geometry (Å):
C: -3.40241 2.27097 2.47731
C: -2.05393 2.01194 2.87312
C: -1.19263 2.46494 1.79799
H: -1.71543 1.75888 3.89551
C: -2.02612 2.97017 0.74531
C: -3.39127 2.85289 1.16147
H: -4.23528 3.31114 0.66777
H: -4.23453 2.28971 3.15750
H: -0.08165 2.49935 1.80930
H: -1.64603 3.41477 -0.18206
La: -2.69832 0.44978 0.92867
Si: 2.82016 -1.17176 -2.30757
C: 4.17416 -2.49338 -1.83151
C: 4.51867 -3.68134 -2.51835
H: 3.87868 -4.00452 -3.34366
C: 5.62321 -4.45279 -2.12147
H: 5.94962 -5.31061 -2.70340
C: 6.34866 -4.14886 -0.97163
H: 7.21110 -4.74657 -0.68748
C: 5.98131 -3.03056 -0.25479
H: 6.52775 -2.81158 0.65452
C: 4.96723 -2.18911 -0.73212
H: 4.76574 -1.26061 -0.21372
C: 3.53535 -0.59323 -3.95616
C: 4.91942 -0.39135 -4.03763
H: 5.58764 -0.91910 -3.36083
C: 5.49482 0.48286 -4.96306
H: 6.53150 0.78707 -4.89606
C: 4.73079 0.98241 -5.99849
H: 5.15020 1.66248 -6.72130
C: 3.42232 0.53350 -6.11217
H: 2.87383 0.87533 -6.98769
C: 2.84337 -0.30617 -5.15022
H: 1.86649 -0.76649 -5.30289
H: 3.02082 0.01554 -1.46909
Si: 0.98236 -0.44581 -0.48971
C: 0.99025 1.38474 -1.05691
C: 2.17527 2.03974 -0.69095
H: 2.98986 1.47858 -0.20390
C: 2.36492 3.36895 -1.10438
H: 3.30079 3.86370 -0.84954
C: 1.39003 3.98886 -1.88690
H: 1.54425 5.01749 -2.23605
C: 0.23636 3.28674 -2.29676
H: -0.48011 3.75817 -2.97728
C: 0.03398 1.94901 -1.91363
H: -0.75895 1.31506 -2.33142
C: 1.72358 -0.63652 1.23286
C: 1.81045 0.29545 2.28820
H: 1.20593 1.21082 2.24526
C: 2.75184 0.08533 3.32231
H: 2.83154 0.81710 4.14233
C: 3.63575 -1.01724 3.26990
H: 4.41425 -1.14427 4.04244
C: 3.54947 -1.93048 2.21462
H: 4.27730 -2.74473 2.11361
C: 2.52640 -1.79009 1.26450
H: 2.41964 -2.54773 0.48123
H: 1.18905 -1.43159 -1.92711
Cl: -0.87351 -1.32540 -0.53731
C: -6.85694 1.07059 -0.78989
C: -5.49993 1.01767 -0.53260
N: -4.99824 0.36444 0.53669
C: -5.83809 -0.22998 1.43298
C: -7.22633 -0.15509 1.21924
C: -7.74728 0.48148 0.08034
C: -8.01338 -0.72319 2.25010
C: -7.48618 -1.19215 3.42779
C: -6.09825 -1.15884 3.73212
C: -5.53425 -1.47415 4.98102
C: -4.17808 -1.29586 5.12694
C: -3.39693 -0.84472 4.07904
N: -3.91757 -0.57630 2.86526
C: -5.26179 -0.73465 2.67310
H: -7.18861 1.56968 -1.68106
H: -4.82653 1.53209 -1.21440
H: -8.81810 0.48390 -0.09684
H: -9.08544 -0.72334 2.11024
H: -8.14314 -1.56227 4.20503
H: -6.14433 -1.85507 5.79366
H: -3.69953 -1.49965 6.06203
H: -2.33701 -0.69617 4.27868

Computed properties:
Net charge ... +1
Energy ... -75193.89471 eV
ΔE to the lowest compared entry with this formula, charge and spin ... 84.4 kcal/mol
Orbital gap (alpha / beta) ... 2.31 / 2.32 eV
Lowest unoccupied orbital energy (alpha / beta) ... -4.15 / -4.15 eV

# 4
The following is a quantum chemistry calculation of a structure of composition C41H35GeO3PRu, from OMol25.

Geometry (Å):
Ru: -0.16019 -0.21858 0.11356
O: -2.51002 -0.94036 -0.47528
C: -1.80927 -0.99506 -1.49983
O: -0.69695 -1.61957 -1.55430
C: -2.04178 0.05107 -2.56532
P: -0.99631 1.36574 -1.75852
C: 0.42127 1.58624 -2.88736
C: 0.99408 2.83671 -3.09069
C: 2.14745 2.96732 -3.85038
C: 2.73942 1.84771 -4.41453
C: 2.17604 0.59534 -4.21009
C: 1.03022 0.46014 -3.44431
C: -1.92691 2.92705 -1.96028
C: -2.22466 3.46335 -3.21339
C: -2.97499 4.61986 -3.32131
C: -3.43450 5.25922 -2.17608
C: -3.14727 4.73531 -0.92760
C: -2.39829 3.57063 -0.82356
H: -3.08149 0.37686 -2.58167
H: -1.68062 -0.22286 -3.55446
H: 0.54033 3.71976 -2.65721
H: 2.57919 3.94631 -4.00328
H: 3.63804 1.94911 -5.00783
H: 2.63645 -0.28321 -4.64158
H: 0.62107 -0.52386 -3.24088
H: -1.86026 2.97184 -4.10656
H: -3.20275 5.02730 -4.29671
H: -4.02078 6.16372 -2.26225
H: -3.51216 5.22677 -0.03671
H: -2.18356 3.14650 0.14917
C: 0.16078 2.83681 1.90743
C: -0.07936 1.60368 2.71861
O: -0.28333 0.50861 2.19294
C: -0.05020 1.69394 4.21654
C: -0.00481 0.52082 4.96370
C: 0.05142 0.58918 6.34617
C: 0.05158 1.82593 6.98010
C: 0.00587 2.99852 6.23972
C: -0.03379 2.93226 4.85421
H: 0.18752 2.57067 0.84943
H: 1.10058 3.29965 2.20146
H: -0.63441 3.56042 2.09133
H: -0.00116 -0.43182 4.45657
H: 0.09826 -0.32279 6.92362
H: 0.09220 1.87725 8.06008
H: 0.00540 3.95870 6.73546
H: -0.05541 3.84472 4.27821
C: 1.48896 -0.01055 0.06377
Ge: 3.01926 -0.34260 1.23676
C: 4.48849 -0.88732 0.08191
C: 5.71676 -1.28577 0.60634
C: 6.76873 -1.62995 -0.22745
C: 6.60938 -1.56575 -1.60394
C: 5.39748 -1.16677 -2.13976
C: 4.34288 -0.83142 -1.30282
C: 3.36185 1.42455 1.98898
C: 3.71865 2.44454 1.10332
C: 3.92649 3.73672 1.55659
C: 3.77481 4.03226 2.90457
C: 3.41930 3.03412 3.79655
C: 3.21101 1.73725 3.33811
C: 2.72293 -1.65128 2.63002
C: 3.66057 -1.75018 3.66271
C: 3.50011 -2.68052 4.67773
C: 2.40873 -3.53596 4.66311
C: 1.48161 -3.45537 3.63783
C: 1.63217 -2.51382 2.62977
H: 5.85958 -1.34368 1.67828
H: 7.71363 -1.94438 0.19437
H: 7.43061 -1.82933 -2.25770
H: 5.26970 -1.11786 -3.21352
H: 3.39981 -0.52229 -1.73489
H: 3.82884 2.22514 0.04803
H: 4.20350 4.51687 0.85984
H: 3.93381 5.04266 3.25778
H: 3.29227 3.26219 4.84665
H: 2.90506 0.97560 4.04323
H: 4.51862 -1.09156 3.68778
H: 4.22858 -2.74431 5.47356
H: 2.28461 -4.26754 5.44957
H: 0.62842 -4.12147 3.62614
H: 0.88732 -2.43576 1.84137

Computed properties:
Energy ... -117611.48215 eV
ΔE to the lowest compared entry with this formula, charge and spin ... 22.9 kcal/mol
Orbital gap (alpha / beta) ... 6.00 / 6.00 eV
Lowest unoccupied orbital energy (alpha / beta) ... -0.30 / -0.30 eV

# 5
The following is a quantum chemistry calculation of a structure of composition C41H35N3O8PS2Sn, from OMol25.

Geometry (Å):
Sn: -0.69710 0.12393 1.99624
O: -2.36160 -1.60467 8.03354
C: -2.10160 -1.07897 6.80644
C: -0.98280 -0.28147 6.58374
C: -0.74110 0.17033 5.29954
N: -1.54400 -0.13327 4.29364
C: -2.64160 -0.84287 4.49294
C: -2.96660 -1.33757 5.74494
C: -3.52490 -1.05197 3.24704
O: -4.59500 -1.62237 3.40494
O: -3.05190 -0.58307 2.17584
C: 0.45490 1.07283 4.94604
O: 1.18900 1.43333 5.85504
O: 0.55020 1.36493 3.71944
H: -1.64570 -1.36257 8.63594
H: -0.29390 -0.02197 7.37574
H: -3.86770 -1.91297 5.87644
O: 2.79590 1.65923 -0.66096
C: 2.00430 1.54143 0.26944
O: 1.45860 0.45543 0.61844
C: 1.57950 2.79243 1.07174
P: -0.24630 2.81443 1.04854
C: -0.66840 3.20913 -0.68526
C: -2.02990 3.23133 -0.97546
C: -2.47360 3.40043 -2.27096
C: -1.55760 3.54493 -3.30056
C: -0.20400 3.54133 -3.01686
C: 0.24420 3.38093 -1.71636
C: -0.68280 4.44143 1.75734
C: -1.40790 4.47063 2.94084
C: -1.87400 5.67293 3.44154
C: -1.62450 6.85173 2.75894
C: -0.87270 6.82943 1.59524
C: -0.40450 5.63043 1.09404
H: 2.01960 3.71823 0.69374
H: 1.85950 2.63373 2.11444
H: -2.73410 3.09033 -0.16596
H: -3.53130 3.39863 -2.48966
H: -1.90070 3.64903 -4.31946
H: 0.51350 3.64883 -3.81706
H: 1.30460 3.36543 -1.51976
H: -1.60960 3.53933 3.45264
H: -2.44980 5.69413 4.35514
H: -2.01990 7.78873 3.12574
H: -0.66410 7.74763 1.06544
H: 0.16190 5.60523 0.17314
N: -0.05310 -0.88287 -6.09906
C: -1.16470 -0.34667 -5.56516
S: -2.43000 0.08473 -6.52316
C: -1.17740 -0.11707 -4.11876
C: -0.00280 0.19703 -3.43866
C: -0.07100 0.42503 -2.07656
N: -1.18620 0.34073 -1.36936
C: -2.30630 0.05563 -2.01436
C: -2.35990 -0.16967 -3.38086
H: -0.03140 -1.05047 -7.09186
H: 0.68160 -1.25467 -5.51966
H: 0.94270 0.30633 -3.94836
H: 0.82040 0.67653 -1.53066
H: -3.19950 0.01173 -1.40606
H: -3.29220 -0.39847 -3.87636
O: -0.31820 -2.50157 2.03094
S: 0.45150 -3.26627 1.02764
C: 0.00580 -2.47847 -0.59766
C: 0.31060 -3.34087 -1.76736
C: -0.49420 -4.44177 -2.05236
C: -0.21760 -5.25747 -3.13416
C: 0.87380 -4.98857 -3.94386
C: 1.67950 -3.89597 -3.67316
C: 1.39310 -3.07207 -2.59916
C: 2.14570 -2.57007 1.19304
C: 3.09270 -3.14057 0.20054
C: 3.92550 -2.30187 -0.53086
C: 4.82370 -2.83297 -1.43946
C: 4.89010 -4.20207 -1.63736
C: 4.04330 -5.03977 -0.93046
C: 3.15230 -4.51367 -0.01416
H: 0.52860 -1.52557 -0.61356
H: -1.06510 -2.29327 -0.49216
H: -1.34740 -4.64857 -1.42226
H: -0.84890 -6.10967 -3.34366
H: 1.09470 -5.62607 -4.78706
H: 2.53940 -3.68927 -4.29576
H: 2.01880 -2.21767 -2.39386
H: 2.43110 -2.82387 2.21624
H: 2.05420 -1.48467 1.10884
H: 3.86110 -1.23317 -0.38346
H: 5.47310 -2.17497 -1.99796
H: 5.59800 -4.61637 -2.34156
H: 4.07820 -6.10657 -1.09706
H: 2.49200 -5.16227 0.54474

Computed properties:
Net charge ... -1
Energy ... -100731.47258 eV
ΔE to the lowest compared entry with this formula, charge and spin ... 22.9 kcal/mol
Orbital gap ... 6.61 eV
Lowest unoccupied orbital energy ... 1.64 eV